Entry 1:
Computed, not measured: a molecular structure, C39H43AsMoN3O5P, with wB97M-V/def2-TZVPD.

Its spin multiplicity is 3. The LUMO energy (spin up / spin down) comes out at -6.48 / -7.06 eV. For the relative energy (zero: lowest compared OMol25 entry of this formula, charge and spin), the calculation gives 14.4 kcal/mol. Its net charge is +2. The value obtained for the HOMO energy (spin up / spin down) is -12.99 / -12.99 eV. Its frontier orbital gap (spin up / spin down) is 6.511 / 5.934 eV. Its total energy is -127818.99375 eV.

Last column: Löwdin charge in e.
CARTESIAN COORDINATES (ANGSTROEM)
Mo (0.4094, 0.9875, 0.7254)  1.57
O (-2.5082, 3.0222, -1.0605)  0.10
C (-2.0227, 2.1173, -0.4329)  -0.65
O (-1.0510, 2.2947, 0.4614)  -0.31
C (-2.5397, 0.6828, -0.5891)  -0.17
P (-1.2023, -0.5571, -0.3554)  1.05
C (-1.8433, -1.9311, 0.6081)  -0.39
C (-3.1561, -2.3673, 0.4432)  -0.08
C (-3.6203, -3.4429, 1.1839)  -0.04
C (-2.7748, -4.0921, 2.0760)  -0.04
C (-1.4576, -3.6774, 2.2220)  -0.06
C (-0.9903, -2.5966, 1.4878)  -0.12
C (-0.8058, -1.2760, -1.9652)  -0.34
C (-1.0674, -0.5629, -3.1352)  -0.10
C (-0.8143, -1.1378, -4.3696)  -0.06
C (-0.2926, -2.4250, -4.4380)  -0.05
C (-0.0313, -3.1350, -3.2762)  -0.05
C (-0.2927, -2.5667, -2.0392)  -0.09
H (-3.0373, 0.5840, -1.5501)  0.11
H (-3.2950, 0.5201, 0.1846)  0.09
H (-3.8224, -1.8671, -0.2502)  0.12
H (-4.6417, -3.7776, 1.0623)  0.12
H (-3.1412, -4.9324, 2.6506)  0.12
H (-0.7961, -4.2012, 2.9000)  0.11
H (0.0417, -2.2747, 1.5868)  0.09
H (-1.4959, 0.4255, -3.0777)  0.08
H (-1.0426, -0.5984, -5.2801)  0.12
H (-0.1013, -2.8786, -5.4017)  0.12
H (0.3691, -4.1381, -3.3322)  0.12
H (-0.1121, -3.1384, -1.1357)  0.11
O (-7.0782, 2.8661, 3.1940)  0.15
C (-6.6005, 1.7282, 2.6703)  -0.48
O (-7.3213, 0.9307, 2.1489)  0.15
C (-5.1123, 1.4969, 2.7449)  -0.11
C (-4.6762, 0.1776, 2.7931)  0.02
C (-3.3254, -0.1075, 2.7757)  -0.03
C (-2.3923, 0.9243, 2.6679)  -0.27
C (-2.8226, 2.2441, 2.6537)  -0.01
C (-4.1793, 2.5257, 2.6997)  0.01
N (-0.9958, 0.6016, 2.5951)  0.02
C (-0.5480, -0.1349, 3.5325)  -0.05
C (0.8495, -0.5137, 3.5442)  -0.26
C (1.3703, -1.2245, 4.6063)  0.02
C (2.7344, -1.4611, 4.6614)  0.00
C (3.5168, -0.9385, 3.6504)  0.01
C (2.9135, -0.2520, 2.6061)  -0.07
N (1.5923, -0.0578, 2.5135)  0.04
H (-6.4148, 3.3476, 3.7009)  0.11
H (-5.4132, -0.6140, 2.8271)  0.14
H (-2.9896, -1.1384, 2.8024)  0.10
H (-2.1062, 3.0503, 2.6015)  0.12
H (-4.4965, 3.5605, 2.6572)  0.13
H (-1.1798, -0.4449, 4.3628)  0.16
H (0.7084, -1.5675, 5.3910)  0.13
H (3.1708, -2.0135, 5.4824)  0.13
H (4.5917, -1.0509, 3.6525)  0.13
H (3.5309, 0.1525, 1.8229)  0.09
C (2.7697, -1.2998, -3.1875)  -0.09
N (3.0153, -2.1905, -2.0699)  -0.25
C (4.2771, -2.9053, -2.1898)  -0.08
C (2.7246, -1.5979, -0.7842)  -0.16
C (3.2455, -0.1967, -0.4999)  -0.23
C (4.5728, 0.2044, -0.6356)  -0.01
C (4.9814, 1.4831, -0.2549)  -0.05
C (4.0761, 2.4029, 0.2604)  -0.07
C (2.7442, 2.0172, 0.3562)  -0.20
C (2.3441, 0.7361, -0.0106)  -0.31
H (2.7787, -1.8702, -4.1164)  0.10
H (3.5413, -0.5178, -3.2747)  0.08
H (1.7915, -0.8230, -3.0782)  0.07
H (4.2344, -3.5651, -3.0567)  0.09
H (4.4413, -3.5215, -1.3070)  0.09
H (5.1451, -2.2437, -2.3258)  0.08
H (3.0724, -2.2873, -0.0076)  0.13
H (1.6348, -1.5358, -0.6896)  0.07
H (5.3125, -0.4933, -1.0086)  0.11
H (6.0233, 1.7577, -0.3545)  0.12
H (4.4004, 3.3922, 0.5558)  0.12
H (2.0075, 2.7291, 0.7447)  0.09
C (2.4492, 2.6746, -2.9750)  -0.15
As (0.6748, 2.8194, -2.2686)  1.12
C (0.4584, 4.4503, -1.2882)  -0.16
C (-0.5475, 2.8838, -3.7348)  -0.17
O (0.3719, 1.4214, -1.3362)  -0.65
H (2.4993, 3.1888, -3.9339)  0.06
H (2.6605, 1.6158, -3.1061)  0.03
H (3.1637, 3.1076, -2.2808)  0.04
H (0.5059, 5.2704, -2.0055)  0.06
H (1.2521, 4.5763, -0.5529)  0.04
H (-0.5178, 4.4319, -0.8132)  0.03
H (-0.3399, 3.7975, -4.2921)  0.06
H (-1.5663, 2.9117, -3.3514)  0.04
H (-0.3890, 2.0290, -4.3879)  0.04

=====

Entry 2:
Computed, not measured: a molecular structure, C39H44AsN4O3PdS2Te, with wB97M-V/def2-TZVPD.

Its spin multiplicity is 2. The LUMO energy (spin up / spin down) comes out at 3.87 / 3.87 eV. Its net charge is -2. The value obtained for the HOMO energy (spin up / spin down) is -0.82 / -1.04 eV. Its frontier orbital gap (spin up / spin down) is 4.688 / 4.909 eV. Its total energy is -146543.16234 eV.

Last column: Löwdin charge in e.
CARTESIAN COORDINATES (ANGSTROEM)
Pd (0.4536, -0.6732, 1.1428)  0.29
C (-5.5318, -1.8519, -0.2550)  -0.13
C (-4.9148, -1.0017, 0.6631)  -0.04
C (-3.6254, -1.2673, 1.0906)  -0.16
C (-2.9196, -2.4042, 0.6066)  -0.26
C (-3.5530, -3.2247, -0.3391)  -0.05
C (-4.8479, -2.9537, -0.7540)  -0.14
N (-1.6525, -2.5844, 1.1074)  -0.04
N (-1.0385, -3.6671, 0.6772)  -0.01
C (0.2694, -3.7471, 1.0178)  -0.39
C (0.8773, -5.0245, 0.8853)  -0.05
C (2.1793, -5.2154, 1.2484)  -0.12
C (2.9127, -4.1291, 1.7537)  -0.11
C (2.2831, -2.9072, 1.8156)  -0.18
N (1.0130, -2.6841, 1.4363)  -0.03
H (-6.5422, -1.6384, -0.5839)  0.08
H (-5.4289, -0.1388, 1.0571)  0.09
H (-1.9168, -0.6420, 1.9819)  0.06
H (-3.0015, -4.0727, -0.7197)  0.09
H (-5.3243, -3.6026, -1.4814)  0.09
H (0.2585, -5.8253, 0.5037)  0.09
H (2.6352, -6.1953, 1.1561)  0.09
H (3.9417, -4.2246, 2.0704)  0.08
H (2.8125, -2.0323, 2.1748)  0.09
C (-2.7978, -1.3910, -7.5991)  -0.07
C (-2.1748, -1.3151, -6.2294)  -0.29
C (-0.8970, -1.8004, -5.9926)  -0.04
C (-0.3138, -1.7382, -4.7287)  -0.30
C (1.0764, -2.2871, -4.5532)  -0.08
C (-1.0190, -1.1667, -3.6598)  -0.38
Te (-0.2229, -1.1575, -1.6137)  1.41
N (-2.9182, -0.4728, 2.0034)  0.15
C (-3.4022, 0.3802, 2.9300)  -0.41
O (-4.5743, 0.7378, 3.0086)  0.03
C (-2.3759, 0.8988, 3.9110)  -0.13
C (-1.1374, 0.2927, 4.1235)  -0.03
C (-0.2664, 0.7974, 5.0799)  -0.09
C (-0.6243, 1.9014, 5.8400)  -0.11
C (-1.8604, 2.5043, 5.6375)  -0.10
C (-2.7285, 2.0055, 4.6776)  -0.05
C (1.2706, 0.2086, -2.2637)  -0.47
C (0.8649, 1.3381, -2.9708)  -0.14
C (1.7875, 2.2300, -3.5006)  -0.12
C (3.1435, 1.9956, -3.3224)  -0.12
C (3.5541, 0.8832, -2.6027)  -0.08
C (2.6389, -0.0184, -2.0585)  -0.33
C (3.1338, -1.1886, -1.2625)  -0.09
C (-2.3089, -0.6644, -3.8900)  -0.30
C (-3.1411, -0.0317, -2.8025)  -0.09
C (-2.8635, -0.7508, -5.1666)  -0.04
H (-2.1299, -1.8854, -8.3057)  0.06
H (-3.0210, -0.3951, -7.9894)  0.07
H (-3.7367, -1.9489, -7.5770)  0.07
H (-0.3378, -2.2450, -6.8115)  0.10
H (1.4024, -2.8096, -5.4543)  0.07
H (1.1171, -2.9736, -3.7052)  0.06
H (1.7898, -1.4872, -4.3421)  0.07
H (-0.8252, -0.5771, 3.5514)  0.09
H (0.7089, 0.3443, 5.2051)  0.11
H (0.0776, 2.3078, 6.5575)  0.09
H (-2.1429, 3.3723, 6.2224)  0.09
H (-3.7020, 2.4493, 4.5112)  0.11
H (-0.1945, 1.5121, -3.1186)  0.09
H (1.4459, 3.0998, -4.0498)  0.09
H (3.8784, 2.6793, -3.7315)  0.09
H (4.6127, 0.7053, -2.4472)  0.10
H (4.2207, -1.2672, -1.3151)  0.07
H (2.6819, -2.1220, -1.6086)  0.06
H (2.8285, -1.0729, -0.2177)  0.04
H (-2.5263, 0.5181, -2.0906)  0.04
H (-3.6766, -0.7876, -2.2228)  0.06
H (-3.8801, 0.6449, -3.2363)  0.07
H (-3.8629, -0.3563, -5.3298)  0.11
C (2.4578, 2.7499, 0.3694)  -0.20
As (0.6866, 2.6908, 1.0872)  0.98
C (0.7848, 3.1168, 2.9467)  -0.22
C (-0.2781, 4.1381, 0.2427)  -0.21
O (-0.1521, 1.3114, 0.7156)  -0.64
H (2.8928, 3.7319, 0.5577)  0.04
H (2.3996, 2.5531, -0.6986)  0.01
H (3.0517, 1.9947, 0.8822)  0.00
H (1.3339, 4.0516, 3.0694)  0.04
H (1.3464, 2.3320, 3.4565)  -0.03
H (-0.2193, 3.2016, 3.3536)  0.03
H (0.3129, 5.0544, 0.2369)  0.03
H (-1.2090, 4.3015, 0.7829)  0.03
H (-0.4995, 3.8281, -0.7778)  0.03
C (5.9631, 4.0364, 5.2611)  -0.19
O (5.5235, 2.9834, 4.4250)  -0.29
C (4.2685, 2.4713, 4.6041)  -1.40
S (3.2690, 3.1213, 5.8014)  0.45
S (3.8925, 1.2289, 3.5377)  0.47
H (5.3293, 4.9189, 5.1575)  0.06
H (6.9797, 4.2558, 4.9328)  0.08
H (5.9557, 3.7398, 6.3114)  0.06